The following is a DFT calculation (wB97M-V/def2-TZVPD) of a 12-piece molecular cluster, H24O12 overall at a distorted geometry.

Values from the calculation:
* multiplicity: 1
* energy relative to the best compared isomer or geometry (same formula, charge and spin): 84.8 kcal per mole
* HOMO: -9.51 eV
* SMILES: O.O.O.O.O.O.O.O.O.O.O.O

Last column: natural (NBO) charge in e.
Cartesian coordinates (Å):
O -0.45408 0.82836 1.32605  -0.9343
H -0.55922 1.74025 1.61999  0.4721
H 0.15760 0.89028 0.58375  0.4602
O 0.00672 5.13312 0.76724  -0.9363
H 0.84358 4.86990 0.36802  0.4659
H 0.22128 5.26232 1.69798  0.4708
O 0.62104 0.17838 -1.48539  -0.9758
H 0.92383 0.47204 -2.35204  0.4801
H 0.51587 -0.77460 -1.58425  0.4933
O 0.85907 -3.06356 -0.77248  -0.9626
H -0.08151 -3.12862 -0.97267  0.4754
H 1.28190 -3.59297 -1.45799  0.4821
O -1.80869 -1.78504 -0.79456  -0.9499
H -1.51006 -1.15287 -1.45802  0.4752
H -1.14115 -1.73051 -0.10145  0.4766
O -4.03568 0.00250 -0.55860  -0.9370
H -4.22237 0.25435 -1.47004  0.4748
H -4.22533 -0.94215 -0.53279  0.4829
O -1.37051 -2.52564 2.30390  -0.9451
H -2.03034 -2.23879 1.66255  0.4767
H -0.70210 -1.83166 2.27905  0.4729
O 2.04956 -0.08156 2.26808  -0.9219
H 1.71425 -0.04679 1.36511  0.4537
H 2.32237 -0.99897 2.38176  0.4677
O 3.01236 -2.12028 -0.54187  -0.9264
H 3.19617 -2.75471 0.16006  0.4693
H 2.54160 -1.40712 -0.09603  0.4587
O -2.66378 0.06834 1.38539  -0.9627
H -2.64646 0.03173 0.42240  0.4867
H -2.64739 1.01124 1.58456  0.4555
O -1.76247 1.88137 -2.22684  -0.9354
H -1.30175 1.90211 -1.38049  0.4778
H -1.08859 1.59525 -2.85374  0.4583
O 4.98976 1.15563 -0.41187  -0.9293
H 4.34720 1.57413 0.17205  0.4667
H 4.64731 1.32455 -1.29685  0.4631

Cartesian forces (eV/Å) of the 3 atoms listed first:
1.29 0.59 -0.47
0.15 -0.01 0.13
0.00 0.19 -0.19